ORCA calculation (ωB97M-V/def2-TZVPD) on a cluster of 5 separate species, CH12N2O4 in total at a distorted geometry.

Summary:
structure (SMILES)	[H]/N=C/N.O.O.O.O
molar mass	116.12	g mol⁻¹
HOMO-LUMO gap	9.5	eV
relative energy (zero: lowest compared OMol25 entry of this formula, charge and spin)	248.3	kJ/mol
charge	0

```
19
Properties=species:S:1:pos:R:3:nbo_charge:R:1
N 0.319 1.183 -2.953 -0.81
C -0.155 2.447 -2.718 0.39
N 0.030 3.203 -1.614 -0.91
H 0.587 0.829 -2.012 0.43
H 0.323 0.692 -3.849 0.43
H -0.831 2.847 -3.565 0.14
H 0.532 4.061 -1.838 0.39
H -2.182 -2.906 3.030 0.47
H -0.660 -3.082 2.953 0.47
O -1.422 -3.509 3.267 -0.94
H 0.059 1.510 2.130 0.48
H 0.167 0.018 1.943 0.46
O 0.183 0.676 2.627 -0.95
H 0.869 2.346 -0.370 0.49
H 2.260 2.122 0.298 0.47
O 1.441 1.720 0.139 -1.02
H -0.340 -4.766 0.944 0.47
H -1.025 -3.792 0.034 0.46
O -0.361 -4.545 0.039 -0.93
```


ORCA calculation (ωB97M-V/def2-TZVPD) on the molecule C5H10O.

Summary:
structure (SMILES)	CC[C@@H](C)C=O
molar mass	86.13	g mol⁻¹
HOMO-LUMO gap	10.7	eV
relative energy (zero: lowest compared OMol25 entry of this formula, charge and spin)	41.6	kJ/mol
charge	0

```
16
Properties=species:S:1:pos:R:3:nbo_charge:R:1
C 2.018 -0.281 -0.481 -0.61
C 0.766 -0.522 0.363 -0.39
C -0.543 0.053 -0.218 -0.33
C -1.770 -0.526 0.483 -0.60
C -0.686 1.577 -0.206 0.44
O -1.722 2.124 0.092 -0.52
H 2.202 0.787 -0.639 0.20
H 2.906 -0.702 0.006 0.22
H 1.931 -0.757 -1.465 0.20
H 0.620 -1.606 0.466 0.21
H 0.919 -0.150 1.385 0.20
H -0.565 -0.241 -1.282 0.22
H -1.730 -0.298 1.554 0.21
H -2.681 -0.070 0.093 0.23
H -1.825 -1.610 0.358 0.21
H 0.162 2.224 -0.509 0.11
```


ORCA calculation (ωB97M-V/def2-TZVPD) on a structure of composition C33H45N7O2S2Ti at a distorted geometry.

Summary:
molar mass	683.77	g mol⁻¹
HOMO-LUMO gap (spin up / spin down)	5.0 / 7.2	eV
expectation value of S²	2.015
spin multiplicity	3
charge	0

```
90
Properties=species:S:1:pos:R:3:lowdin_spin:R:1
Ti 0.904 0.663 0.297 0.93
C 1.911 1.049 4.577 0.00
C 2.240 1.054 3.067 0.01
O 1.220 0.731 2.297 0.00
C 3.458 1.421 2.524 0.00
C 3.917 1.502 1.115 0.01
C 5.298 2.025 0.821 0.00
N 3.086 1.136 0.145 -0.01
N 3.531 1.344 -1.184 0.00
C 2.525 1.250 -1.991 0.00
O 1.321 0.977 -1.587 -0.01
C 2.739 1.559 -3.421 0.00
C 4.012 1.473 -4.017 0.00
C 4.135 1.812 -5.344 0.00
C 3.022 2.284 -6.036 0.00
C 1.760 2.337 -5.464 0.00
C 1.610 1.939 -4.144 0.00
H 1.245 1.878 4.799 0.00
H 2.827 1.194 5.180 0.00
H 1.415 0.129 4.875 0.00
H 4.223 1.694 3.248 0.00
H 5.798 2.260 1.752 0.00
H 5.247 2.920 0.171 0.00
H 5.883 1.303 0.243 0.00
H 4.847 1.145 -3.423 0.00
H 5.085 1.718 -5.865 0.00
H 3.133 2.605 -7.057 0.00
H 0.895 2.687 -6.036 0.00
H 0.645 1.948 -3.633 0.00
N 1.076 2.972 0.506 0.01
C -0.138 3.696 0.702 0.00
C -0.513 4.755 -0.106 0.00
C -1.750 5.356 0.085 0.00
C -2.620 4.892 1.063 0.00
C -2.230 3.832 1.871 0.00
C -1.003 3.234 1.675 0.00
H 1.535 3.257 -0.356 0.00
H 1.715 3.092 1.293 0.00
H 0.141 5.122 -0.887 0.00
H -2.018 6.178 -0.560 0.00
H -3.583 5.362 1.189 0.00
H -2.899 3.428 2.627 0.00
H -0.702 2.398 2.311 0.00
N 1.374 -6.355 1.165 0.06
C 0.934 -5.588 0.111 0.14
S -0.055 -6.210 -1.093 0.17
C 1.332 -4.239 0.163 0.17
C 1.737 -3.555 1.352 0.08
C 1.831 -2.187 1.320 0.05
N 1.544 -1.435 0.222 0.18
C 1.334 -2.128 -0.949 0.07
C 1.221 -3.464 -1.011 0.06
H 1.214 -7.343 1.073 0.00
H 2.253 -6.107 1.597 0.00
H 1.902 -4.052 2.288 0.01
H 2.083 -1.641 2.209 0.00
H 1.286 -1.525 -1.845 0.00
H 1.022 -3.946 -1.961 0.00
C -4.148 0.160 3.348 0.00
C -3.969 -1.321 3.073 0.00
C -2.623 -1.890 3.482 0.00
C -1.452 -1.495 2.575 0.00
N -1.562 -2.002 1.195 0.00
C -1.590 -1.306 0.069 0.01
S -1.506 0.435 0.078 0.02
N -1.732 -1.991 -1.069 0.00
C -1.710 -1.454 -2.436 0.00
C -2.871 -1.960 -3.277 0.00
C -4.227 -1.289 -3.049 0.00
C -4.849 -1.539 -1.685 0.00
H -5.161 0.499 3.089 0.00
H -3.452 0.772 2.777 0.00
H -3.987 0.406 4.394 0.00
H -4.143 -1.528 2.013 0.00
H -4.771 -1.857 3.614 0.00
H -2.676 -2.977 3.551 0.00
H -2.363 -1.519 4.485 0.00
H -0.515 -1.857 2.986 0.00
H -1.341 -0.417 2.503 0.00
H -1.527 -3.004 1.085 0.00
H -1.624 -3.001 -1.025 0.00
H -0.790 -1.781 -2.896 0.00
H -1.675 -0.372 -2.362 0.00
H -2.986 -3.043 -3.114 0.00
H -2.569 -1.829 -4.318 0.00
H -4.928 -1.644 -3.841 0.00
H -4.144 -0.203 -3.211 0.00
H -4.841 -2.616 -1.454 0.00
H -5.898 -1.215 -1.660 0.00
H -4.326 -1.001 -0.885 0.00
```


ORCA calculation (ωB97M-V/def2-TZVPD) on a cluster of 2 separate species, C2H3ClO2S in total at a distorted geometry.

Summary:
molar mass	126.56	g mol⁻¹
HOMO-LUMO gap	8.3	eV
relative energy (zero: lowest compared OMol25 entry of this formula, charge and spin)	340.8	kJ/mol
charge	0

```
9
Properties=species:S:1:pos:R:3:nbo_charge:R:1
C 0.565 -0.724 -1.076 -0.77
C -1.509 0.930 0.852 0.21
O 0.390 -1.008 1.439 -0.94
O -1.931 0.689 2.017 -0.62
S -0.373 -1.138 0.198 1.22
Cl -0.326 2.181 0.758 -0.04
H 0.154 -0.797 -2.060 0.22
H 1.575 -0.387 -0.947 0.23
H -1.532 1.161 2.780 0.49
```


ORCA calculation (ωB97M-V/def2-TZVPD) on a structure of composition C35H50AlN2P2 at a distorted geometry.

Summary:
molar mass	587.73	g mol⁻¹
HOMO-LUMO gap	8.2	eV
relative energy (zero: lowest compared OMol25 entry of this formula, charge and spin)	28.4	kJ/mol
charge	+1

```
90
Properties=species:S:1:pos:R:3:mulliken_charge:R:1
Al 0.052 0.397 -0.454 -1.36
C 2.368 4.908 0.778 -1.36
C 2.217 3.447 0.315 0.88
C 2.932 3.237 -1.046 -1.48
P 0.494 2.735 0.229 1.27
C -0.457 3.244 1.741 1.07
C -0.856 4.724 1.765 -1.42
C 0.381 2.821 2.992 -1.49
C -0.291 3.368 -1.297 0.16
C -0.031 4.573 -1.937 -0.47
C -0.522 4.793 -3.240 -0.89
C -1.276 3.809 -3.880 -0.62
C -1.539 2.593 -3.256 -0.29
C -1.081 2.403 -1.956 -1.22
N -1.421 1.236 -1.244 1.34
C -2.602 1.258 -0.536 -0.27
C -3.667 2.125 -0.854 -0.97
C -4.837 2.077 -0.087 -0.84
C -4.990 1.208 0.981 -1.26
C -4.006 0.294 1.215 -1.12
C -2.828 0.340 0.499 0.78
P -1.703 -1.034 0.590 2.01
C -2.697 -2.229 -0.465 0.42
C -2.362 -3.696 -0.203 -1.53
C -2.695 -1.847 -1.951 -1.15
C -1.745 -1.789 2.282 0.17
C -1.582 -0.810 3.469 -1.55
C -0.688 -2.889 2.419 -1.39
H 3.382 5.250 0.535 0.45
H 2.257 5.031 1.868 0.31
H 1.700 5.598 0.265 0.21
H 2.718 2.814 1.064 0.47
H 2.646 4.026 -1.742 0.39
H 2.718 2.286 -1.539 0.17
H 4.003 3.325 -0.873 0.52
H -1.360 2.604 1.706 0.00
H -0.047 5.414 2.008 0.29
H -1.610 4.916 2.546 0.43
H -1.279 5.036 0.794 0.32
H 1.250 3.443 3.054 0.36
H 0.709 1.776 2.935 0.24
H -0.226 2.972 3.878 0.45
H 0.580 5.329 -1.454 0.32
H -0.232 5.685 -3.753 0.50
H -1.673 3.967 -4.872 0.45
H -2.074 1.788 -3.761 0.50
H -3.595 2.787 -1.695 0.57
H -5.631 2.768 -0.305 0.41
H -5.886 1.202 1.546 0.51
H -4.116 -0.418 2.015 0.42
H -3.670 -2.028 -0.019 0.84
H -1.330 -3.916 -0.447 0.07
H -3.035 -4.265 -0.833 0.53
H -2.575 -4.058 0.833 0.32
H -1.754 -2.196 -2.415 0.22
H -2.782 -0.768 -2.084 0.03
H -3.537 -2.330 -2.440 0.53
H -2.730 -2.203 2.376 0.85
H -0.594 -0.338 3.461 0.22
H -1.652 -1.353 4.408 0.50
H -2.352 -0.026 3.479 0.34
H 0.283 -2.415 2.485 0.32
H -0.646 -3.594 1.592 0.02
H -0.865 -3.465 3.324 0.53
C 4.569 -0.847 -0.265 -0.56
C 3.668 -0.989 0.777 -0.98
C 2.320 -0.700 0.559 -0.44
C 1.840 -0.326 -0.723 1.03
C 2.795 -0.207 -1.731 -0.52
C 4.130 -0.436 -1.515 -0.58
H 5.611 -1.058 -0.104 0.47
H 4.034 -1.326 1.717 0.51
H 1.612 -0.796 1.382 0.06
H 2.456 0.086 -2.729 0.43
H 4.883 -0.347 -2.299 0.47
C 3.007 -5.484 -1.758 -1.74
C 1.919 -5.113 -0.758 2.36
C 0.993 -6.302 -0.529 -1.63
C 2.606 -4.719 0.557 -1.16
C 1.129 -3.941 -1.230 -0.64
N 0.520 -2.975 -1.417 -0.30
H 3.553 -6.326 -1.324 0.43
H 3.685 -4.654 -1.877 0.40
H 2.545 -5.802 -2.710 0.40
H 1.516 -7.147 -0.063 0.43
H 0.540 -6.665 -1.460 0.41
H 0.153 -6.047 0.157 0.27
H 3.164 -5.581 0.915 0.49
H 1.889 -4.340 1.274 0.10
H 3.299 -3.897 0.342 0.26
```


ORCA calculation (ωB97M-V/def2-TZVPD) on a cluster of 2 separate species, C6H9N2O2 in total at a distorted geometry.

Summary:
molar mass	141.15	g mol⁻¹
HOMO-LUMO gap	9.4	eV
relative energy (zero: lowest compared OMol25 entry of this formula, charge and spin)	589.0	kJ/mol
charge	+1

```
19
Properties=species:S:1:pos:R:3:nbo_charge:R:1
C -1.988 1.659 -1.301 -0.25
C -1.925 0.419 -0.915 -0.23
C 2.330 -1.372 -0.451 0.82
C -0.139 1.148 0.848 -0.63
C -1.151 0.073 0.278 -0.05
C -1.145 -1.042 0.921 0.48
N 2.844 -0.348 -0.721 -0.23
N -0.949 -2.172 1.398 -0.65
O 1.459 -2.106 -0.069 -0.61
O 3.960 0.074 -1.363 -0.46
H -2.568 1.943 -2.103 0.23
H -1.312 2.274 -0.799 0.20
H -2.656 -0.331 -1.194 0.23
H -0.481 2.099 1.309 0.26
H 0.465 0.673 1.517 0.22
H 4.484 0.492 -0.646 0.49
H 0.509 1.650 0.100 0.26
H 0.010 -2.550 1.290 0.48
H -1.746 -2.584 1.901 0.45
```